{
  "formula": "C24H23EuOSe",
  "method": "wB97M-V/def2-TZVPD",
  "symbols": ["C", "C", "C", "H", "C", "C", "H", "H", "H", "H", "C", "C", "C", "H", "C", "C", "H", "H", "H", "H", "Eu", "O", "C", "C", "H", "H", "H", "H", "C", "C", "C", "H", "C", "H", "C", "H", "C", "H", "Se", "C", "C", "C", "C", "C", "C", "H", "H", "H", "H", "H"],
  "xyz": [[0.810, -2.314, 2.354], [-0.522, -2.587, 1.877], [-0.429, -3.023, 0.517], [-1.472, -2.369, 2.363], [0.969, -2.993, 0.146], [1.723, -2.541, 1.286], [2.781, -2.331, 1.360], [1.135, -1.944, 3.321], [-1.293, -3.056, -0.157], [1.359, -3.040, -0.871], [-0.598, 1.839, 1.048], [-0.260, 1.282, 2.305], [1.158, 1.072, 2.370], [-0.988, 0.983, 3.040], [1.717, 1.526, 1.129], [0.633, 2.015, 0.314], [0.678, 2.156, -0.765], [-1.629, 1.873, 0.694], [1.681, 0.623, 3.211], [2.750, 1.385, 0.847], [0.136, -0.527, 0.165], [0.044, -0.697, -3.133], [-1.060, -1.436, -3.675], [0.241, -1.465, -4.392], [-1.314, -2.314, -3.093], [-1.868, -0.872, -4.132], [0.845, -2.378, -4.295], [1.168, -2.479, -6.740], [0.912, -1.414, -6.828], [0.432, -0.732, -5.670], [0.079, 0.628, -5.803], [-0.283, 1.174, -4.923], [0.237, 1.295, -7.027], [-0.017, 2.359, -7.092], [0.719, 0.614, -8.155], [0.835, 1.138, -9.112], [1.057, -0.749, -8.062], [1.433, -1.296, -8.937], [-0.987, -0.987, 4.693], [-1.034, 0.625, 5.500], [-2.327, 1.205, 5.675], [-2.427, 2.344, 6.465], [-1.265, 2.926, 7.005], [0.011, 2.391, 6.765], [0.156, 1.247, 5.986], [-3.174, 0.694, 5.227], [-3.395, 2.738, 6.639], [-1.361, 3.813, 7.627], [0.895, 2.825, 7.167], [1.109, 0.774, 5.763]],
  "mulliken_spin": [-0.020, -0.007, 0.009, 0.002, 0.000, 0.004, 0.005, 0.003, -0.001, -0.003, -0.004, -0.014, -0.023, 0.008, -0.002, 0.018, 0.005, -0.003, 0.004, 0.001, 7.000, 0.015, 0.001, 0.001, 0.000, 0.000, -0.001, 0.000, 0.000, -0.001, 0.000, 0.000, 0.000, 0.000, 0.000, 0.000, 0.000, 0.000, 0.000, -0.001, 0.000, 0.000, 0.000, 0.000, 0.001, 0.000, 0.000, 0.000, 0.000, 0.000],
  "orbital_gap_ev": [4.374, 4.371],
  "e_homo_ha": [-0.0901, -0.0902],
  "multiplicity": 8,
  "de_lowest_kj_mol": 98.8,
  "charge": -1,
  "e_tot_ev": -111981.7860,
  "mol_weight_g_mol": 558.4
}



{
  "formula": "C8H12N2",
  "method": "wB97M-V/def2-TZVPD",
  "symbols": ["C", "C", "C", "C", "C", "C", "C", "C", "N", "N", "H", "H", "H", "H", "H", "H", "H", "H", "H", "H", "H", "H"],
  "xyz": [[-1.190, 1.070, 1.113], [0.064, 1.546, 0.533], [0.180, 0.117, -1.581], [1.255, -0.722, 0.483], [-1.123, -0.627, -1.273], [0.057, -1.673, 0.670], [0.881, 0.543, -0.292], [-1.201, -1.454, -0.056], [-3.164, 1.653, 2.301], [-2.055, 1.456, 1.823], [-0.166, 2.413, -0.100], [0.701, 1.904, 1.353], [0.860, -0.541, -2.130], [-0.019, 0.987, -2.211], [1.665, -0.458, 1.460], [2.045, -1.232, -0.074], [-1.970, 0.064, -1.225], [-1.374, -1.314, -2.092], [0.305, -2.674, 0.282], [-0.155, -1.831, 1.731], [1.808, 1.069, -0.556], [-3.234, 1.490, 3.301]],
  "lowdin_charge": [-0.019, -0.132, -0.169, -0.164, -0.258, -0.251, -0.349, 0.034, 0.061, -0.106, 0.129, 0.127, 0.114, 0.110, 0.109, 0.109, 0.110, 0.120, 0.130, 0.101, 0.138, 0.054],
  "orbital_gap_ev": 8.048,
  "e_homo_ha": -0.2806,
  "de_lowest_kj_mol": 635.8,
  "e_tot_ev": -11464.6484,
  "mol_weight_g_mol": 136.2
}